1.
Below is a structure of composition C14H25AlClN2O8S, with properties calculated with ωB97M-V/def2-TZVPD.

Computed properties:
HOMO level	-4.827	eV
largest force on an atom	0.172	Eh/bohr
LUMO energy	2.4	eV
Kohn-Sham gap	7.235	eV

Structure (ORCA input):
```
! RIJCOSX wB97M-V def2-TZVPD def2/J DEFGRID3
* xyz -1 1
C -1.317 2.252 2.968
O -0.556 1.157 2.361
C 0.274 1.643 1.207
C 0.582 0.427 0.100
C 2.114 0.386 -0.414
C 3.345 0.783 0.525
C 4.683 0.874 -0.483
N 5.912 -0.027 -0.301
O 4.681 1.786 -1.497
O 0.405 -0.759 1.012
Al -1.250 -1.690 0.809
S -3.147 -0.771 1.805
C -1.229 -3.770 0.879
C -0.561 -4.106 2.339
C -1.393 -3.414 3.595
O -2.724 -3.469 3.680
O -0.693 -2.743 4.739
O -1.410 -0.965 -0.907
C -0.521 0.231 -1.158
C 0.024 -0.268 -2.626
C -0.621 0.572 -3.922
C -0.084 2.115 -4.002
Cl -1.484 3.337 -4.299
C -1.781 1.344 -1.161
O -3.019 0.773 -1.793
N -4.045 1.610 -1.477
O -4.025 2.621 -2.162
H -2.059 1.766 3.768
H -0.565 2.912 3.573
H -1.968 2.847 2.199
H 1.250 2.031 1.755
H -0.201 2.602 0.724
H 2.162 1.087 -1.382
H 2.309 -0.704 -0.863
H 3.643 0.058 1.393
H 3.258 1.898 0.946
H 6.260 0.159 0.679
H 5.502 -1.007 -0.272
H -4.200 -0.772 0.870
H -0.540 -4.126 -0.021
H -2.318 -4.242 0.751
H 0.530 -3.642 2.319
H -0.500 -5.278 2.453
H -1.279 -2.925 5.557
H -0.276 -1.402 -2.863
H 1.165 -0.219 -2.826
H -1.776 0.427 -4.035
H -0.155 0.006 -4.868
H 0.635 2.213 -4.941
H 0.596 2.434 -3.073
H -2.161 1.574 -0.052
H -1.470 2.378 -1.606
*
```

---

2.
Below is a cluster of 2 separate species, C14H25Br2F3N4O5S in total, with properties calculated with ωB97M-V/def2-TZVPD.

Computed properties:
HOMO level	-8.952	eV
largest force on an atom	0.014	Eh/bohr
LUMO energy	-0.2	eV
Kohn-Sham gap	8.767	eV

Structure (ORCA input):
```
! RIJCOSX wB97M-V def2-TZVPD def2/J DEFGRID3
* xyz 0 1
C 1.519 -5.623 -1.650
C 0.114 -5.260 -1.188
O -0.658 -4.732 -2.262
C 0.176 -4.176 -0.120
N -1.151 -3.704 0.258
C -1.594 -2.461 -0.321
C -0.850 -1.239 0.212
O -1.225 -0.124 -0.632
N -0.458 0.979 -0.437
C 0.362 1.505 -1.408
C 0.582 0.928 -2.761
C 1.139 -0.511 -2.714
C 1.944 -0.779 -3.980
Br 2.064 -2.673 -4.374
N 0.908 2.592 -0.954
N 0.429 2.724 0.307
C -0.394 1.753 0.653
C -1.070 1.653 1.956
C -0.234 1.009 3.092
C 1.242 1.400 3.070
Br 2.040 1.275 4.815
H 2.102 -6.039 -0.826
H 2.032 -4.717 -1.985
H 1.496 -6.336 -2.477
H -0.348 -6.168 -0.779
H -0.501 -5.264 -3.049
H 0.817 -3.374 -0.512
H 0.654 -4.605 0.765
H -1.295 -3.737 1.256
H -2.666 -2.318 -0.167
H -1.439 -2.509 -1.403
H 0.235 -1.378 0.214
H -1.173 -1.034 1.236
H -0.354 0.959 -3.322
H 1.330 1.577 -3.221
H 0.335 -1.238 -2.600
H 1.803 -0.593 -1.849
H 1.483 -0.312 -4.847
H 2.970 -0.435 -3.875
H 0.646 3.544 0.878
H -1.281 2.677 2.241
H -1.999 1.088 1.881
H -0.655 1.312 4.048
H -0.291 -0.075 2.975
H 1.384 2.430 2.740
H 1.814 0.765 2.392
C -1.461 7.301 2.254
F -1.063 7.611 1.013
F -0.589 7.841 3.112
F -2.652 7.867 2.460
S -1.563 5.481 2.475
O -0.199 5.011 2.197
O -2.518 5.067 1.466
O -1.987 5.310 3.842
*
```

---

3.
Below is a structure of composition C14H25Br2F3NO8S2, with properties calculated with ωB97M-V/def2-TZVPD.

Computed properties:
HOMO level	-5.720	eV
largest force on an atom	0.033	Eh/bohr
LUMO energy	2.3	eV
Kohn-Sham gap	7.991	eV

Structure (ORCA input):
```
! RIJCOSX wB97M-V def2-TZVPD def2/J DEFGRID3
* xyz -1 1
C -1.346 -2.388 0.788
C -1.761 -2.394 -0.323
S -2.376 -3.000 -1.828
O -3.582 -3.717 -1.538
O -2.549 -1.842 -2.663
N -1.288 -3.951 -2.506
S -0.207 -4.698 -1.607
O 0.946 -3.871 -1.329
O -0.736 -5.442 -0.491
C 0.339 -5.925 -2.803
C 1.821 -5.768 -3.105
C 2.389 -6.989 -3.830
F 1.417 -7.764 -4.410
Br 3.592 -6.433 -5.271
C 3.216 -7.924 -2.918
F 3.569 -9.048 -3.593
F 4.348 -7.306 -2.506
Br 2.220 -8.471 -1.352
H -1.016 -2.366 1.795
H 0.078 -6.888 -2.397
H -0.236 -5.790 -3.708
H 1.945 -4.919 -3.760
H 2.384 -5.595 -2.199
C -4.085 3.984 1.274
O -2.904 3.815 0.520
C -1.906 3.064 1.200
C -1.860 1.627 0.734
O -3.035 0.919 1.078
C -3.928 0.751 -0.016
H -4.847 4.386 0.607
H -4.440 3.036 1.685
H -3.924 4.696 2.093
H -2.068 3.105 2.281
H -0.943 3.537 0.988
H -1.023 1.127 1.232
H -1.684 1.580 -0.345
H -3.519 0.019 -0.717
H -4.115 1.697 -0.531
H -4.867 0.370 0.380
C 1.925 3.350 2.403
O 1.075 4.451 2.681
C 1.570 5.306 3.695
C 2.192 6.557 3.118
O 3.364 6.271 2.374
C 3.152 6.254 0.973
H 1.567 2.882 1.488
H 2.960 3.668 2.258
H 1.880 2.615 3.212
H 2.294 4.780 4.324
H 0.721 5.594 4.323
H 2.480 7.220 3.940
H 1.461 7.085 2.497
H 3.006 7.272 0.593
H 2.289 5.641 0.703
H 4.044 5.835 0.512
*
```

---

4.
Below is a structure of composition C14H25ClN3O3PV, with properties calculated with ωB97M-V/def2-TZVPD.

Computed properties:
HOMO level (spin up / spin down)	-14.919 / -14.922	eV
largest force on an atom	0.177	Eh/bohr
LUMO energy (spin up / spin down)	-10.3 / -9.7	eV
Kohn-Sham gap (spin up / spin down)	4.580 / 5.201	eV

Structure (ORCA input):
```
! RIJCOSX wB97M-V def2-TZVPD def2/J DEFGRID3
* xyz 2 2
Cl -1.802 -1.837 -1.998
C 1.784 -2.249 -3.593
C 2.551 -1.043 -3.466
C 1.713 0.054 -3.814
H 3.621 -0.987 -3.188
C 0.422 -0.465 -4.171
C 0.483 -1.890 -4.034
H -0.360 -2.566 -4.221
H 2.158 -3.276 -3.444
H 2.005 1.121 -3.859
C -0.766 0.326 -4.637
V 0.823 -0.993 -1.874
C 2.256 -0.160 -0.763
C 0.673 -2.227 -0.413
O 3.141 0.266 -0.120
O 0.568 -2.992 0.461
H -0.785 1.295 -4.133
H -1.672 -0.229 -4.385
H -0.729 0.493 -5.720
C 1.792 1.611 2.190
N 1.148 0.309 1.807
C 1.627 -0.718 2.769
P -0.418 0.262 1.133
O -0.321 0.302 -0.390
N -1.411 -1.039 1.575
C -2.823 -0.915 1.076
C -1.512 -1.432 3.009
N -1.300 1.684 1.472
C -1.244 2.254 2.849
C -1.247 2.814 0.487
H 2.896 1.558 2.278
H 1.424 1.910 3.185
H 1.568 2.386 1.455
H 1.188 -0.506 3.756
H 1.357 -1.715 2.424
H 2.728 -0.720 2.905
H -2.823 -0.614 0.032
H -3.374 -1.868 1.148
H -3.328 -0.164 1.693
H -2.222 -2.268 3.180
H -1.896 -0.571 3.570
H -0.557 -1.754 3.427
H -0.439 3.003 2.925
H -2.175 2.769 3.150
H -1.058 1.460 3.571
H -0.220 3.199 0.448
H -1.539 2.462 -0.505
H -1.906 3.660 0.756
*
```

---

5.
Below is a structure of composition C14H25ClNPSn, with properties calculated with ωB97M-V/def2-TZVPD.

Computed properties:
HOMO level	-5.320	eV
largest force on an atom	0.052	Eh/bohr
energy above the lowest of the compared OMol25 structures with the same formula, charge and spin	46.5	kcal/mol
LUMO energy	0.2	eV
Kohn-Sham gap	5.484	eV

Structure (ORCA input):
```
! RIJCOSX wB97M-V def2-TZVPD def2/J DEFGRID3
* xyz 0 1
C 1.365 -1.292 2.624
C 1.999 -0.330 1.846
C 1.268 0.578 1.068
C -0.125 0.617 1.208
C -0.773 -0.424 1.898
C -0.025 -1.352 2.632
C 2.056 1.461 0.142
C 2.971 0.640 -0.809
N 2.249 -0.242 -1.685
Sn -1.344 2.372 0.630
C -2.282 -0.599 1.838
P -2.916 -0.799 0.141
H 3.089 -0.268 1.845
H -0.543 -2.134 3.191
H 1.949 -1.993 3.219
H -2.813 0.254 2.294
H -2.585 -1.524 2.359
H 1.413 2.125 -0.446
H 2.723 2.107 0.738
H 3.541 1.347 -1.443
C -4.540 -1.546 0.235
C -1.786 -1.826 -0.806
H 3.682 0.036 -0.227
C 2.553 -1.644 -1.735
C 1.561 0.324 -2.812
H -2.390 1.797 -0.671
H 3.391 -1.858 -2.430
H 2.825 -2.023 -0.736
H 1.670 -2.197 -2.089
H 2.155 0.203 -3.737
H 0.599 -0.187 -2.977
H 1.366 1.395 -2.660
H -2.035 -2.887 -0.644
H -1.896 -1.574 -1.872
H -0.739 -1.658 -0.517
H -4.459 -2.573 0.620
H -5.189 -0.947 0.890
H -4.971 -1.559 -0.774
H -3.064 0.501 -0.534
Cl 0.154 4.326 -1.469
C -0.150 4.180 0.256
H 0.803 4.145 0.795
H -0.758 5.026 0.603
*
```

---

6.
Below is a cluster of 3 separate species, C14H25F14NO4S2 in total, with properties calculated with ωB97M-V/def2-TZVPD.

Computed properties:
HOMO level	-9.611	eV
largest force on an atom	0.138	Eh/bohr
LUMO energy	-3.0	eV
Kohn-Sham gap	6.643	eV

Structure (ORCA input):
```
! RIJCOSX wB97M-V def2-TZVPD def2/J DEFGRID3
* xyz 0 1
O -0.045 1.163 2.098
S 1.164 1.789 1.302
O 2.154 2.485 2.274
F 2.041 0.452 0.600
N 0.624 2.781 -0.030
C -0.778 2.445 -0.488
C -1.001 0.898 -0.979
C -1.234 0.720 -2.605
F -1.988 1.815 -3.237
F -2.094 -0.515 -2.747
C 0.204 0.337 -3.299
F 1.366 0.960 -2.562
F 0.366 -1.138 -2.990
C 0.276 0.472 -4.918
F -1.087 0.208 -5.518
F 1.040 -0.764 -5.368
C 1.111 1.680 -5.574
F 1.201 1.355 -7.051
F 2.560 1.654 -5.137
S 0.525 3.413 -5.442
F 2.196 3.916 -5.312
F 0.391 3.442 -3.746
F -1.118 3.088 -5.730
F 0.735 3.580 -7.171
F 0.118 5.083 -5.428
H 1.312 2.831 -0.814
H -1.100 3.255 -1.279
H -1.488 2.608 0.453
H -1.997 0.496 -0.459
H -0.158 0.147 -0.674
C 3.590 -2.251 1.790
C 2.699 -3.481 1.853
O 1.922 -3.680 0.674
C 2.647 -3.862 -0.540
C 3.574 -5.066 -0.517
H 2.989 -1.351 1.608
H 4.135 -2.126 2.731
H 4.324 -2.319 0.985
H 1.991 -3.359 2.679
H 3.282 -4.379 2.078
H 3.193 -2.947 -0.794
H 1.903 -4.005 -1.332
H 4.345 -4.974 0.252
H 4.075 -5.179 -1.482
H 3.008 -5.979 -0.306
C -1.785 0.938 4.775
C -3.148 1.450 4.339
O -3.918 0.482 3.631
C -4.228 -0.719 4.332
C -5.029 -0.488 5.603
H -1.208 0.596 3.906
H -1.223 1.730 5.282
H -1.867 0.094 5.463
H -3.004 2.296 3.659
H -3.716 1.834 5.192
H -3.312 -1.282 4.539
H -4.822 -1.338 3.649
H -4.481 0.120 6.327
H -5.270 -1.442 6.079
H -5.963 0.037 5.375
*
```

---

7.
Below is a structure of composition C14H25F3IrN3O2P, with properties calculated with ωB97M-V/def2-TZVPD.

Computed properties:
HOMO level (spin up / spin down)	-18.821 / -21.207	eV
largest force on an atom	0.059	Eh/bohr
energy above the lowest of the compared OMol25 structures with the same formula, charge and spin	0.0	kcal/mol
LUMO energy (spin up / spin down)	-13.1 / -17.1	eV
Kohn-Sham gap (spin up / spin down)	5.687 / 4.106	eV

Structure (ORCA input):
```
! RIJCOSX wB97M-V def2-TZVPD def2/J DEFGRID3
* xyz 4 6
Ir 0.744 -2.206 0.989
O 0.442 0.249 2.971
C 0.470 -0.622 2.264
C 4.546 -1.387 -0.228
P 3.891 -3.057 -0.092
C 4.727 -4.384 0.773
C 3.574 -3.607 -1.698
O 2.335 -2.993 0.595
H 5.454 -1.609 -0.798
H 4.906 -0.947 0.696
H 3.907 -0.778 -0.875
H 5.550 -4.528 0.025
H 4.001 -5.191 0.744
H 5.097 -4.077 1.779
H 4.518 -3.626 -2.237
H 2.912 -2.963 -2.328
H 3.198 -4.622 -1.728
F -4.896 -5.484 -1.894
C -5.055 -4.719 -0.775
F -5.665 -5.392 0.177
F -5.858 -3.726 -1.145
C -3.652 -4.194 -0.333
C -2.898 -3.566 -1.333
C -1.628 -3.167 -0.948
N -1.177 -3.268 0.278
C -1.863 -4.003 1.187
C -3.161 -4.446 0.958
H -3.324 -3.400 -2.289
H -1.035 -2.690 -1.701
H -1.360 -4.168 2.154
H -3.760 -5.010 1.629
C -2.321 4.827 0.435
C -0.939 5.534 0.327
C 0.215 4.606 -0.162
C -0.559 6.280 1.599
N -1.218 6.541 -0.734
N -0.361 7.486 -1.015
H -2.315 4.151 1.330
H -2.558 4.283 -0.470
H -3.092 5.547 0.575
H 0.365 3.905 0.670
H 1.146 5.148 -0.266
H -0.027 4.054 -1.088
H -0.421 5.536 2.416
H -1.267 7.038 1.924
H 0.391 6.789 1.435
H -1.995 6.343 -1.366
H 0.543 7.513 -0.554
H -0.527 8.000 -1.876
*
```

---

8.
Below is a structure of composition C14H25KNO8, with properties calculated with ωB97M-V/def2-TZVPD.

Computed properties:
HOMO level	-1.609	eV
largest force on an atom	0.072	Eh/bohr
energy above the lowest of the compared OMol25 structures with the same formula, charge and spin	112.7	kcal/mol
LUMO energy	0.3	eV
Kohn-Sham gap	1.901	eV

Structure (ORCA input):
```
! RIJCOSX wB97M-V def2-TZVPD def2/J DEFGRID3
* xyz -1 1
K 0.713 0.861 0.525
C -2.735 7.049 -2.613
C -2.790 8.364 -1.898
C -2.994 8.233 -0.305
O -3.173 9.313 0.322
C -3.028 6.940 0.257
C -2.715 5.803 -0.382
C -2.591 5.835 -1.889
O -2.485 4.742 -2.570
O -2.705 4.740 0.382
O -2.953 9.497 -2.410
H -2.812 7.020 -3.689
H -3.340 6.855 1.288
C -2.734 -4.440 -1.978
O -1.901 -4.517 -0.827
C -2.222 -3.424 0.064
C -1.385 -3.405 1.363
N -0.024 -3.501 0.893
C 0.793 -4.112 1.952
C 2.296 -4.270 1.566
O 3.075 -3.164 1.378
C 4.477 -3.420 1.031
H -2.353 -5.341 -2.459
H -2.404 -3.636 -2.635
H -3.818 -4.547 -1.934
H -3.283 -3.497 0.303
H -1.909 -2.528 -0.472
H -1.652 -4.196 2.063
H -1.734 -2.628 2.043
H -0.147 -4.180 0.156
H 0.277 -5.052 2.148
H 0.734 -3.485 2.841
H 2.335 -4.936 0.705
H 2.808 -4.726 2.414
H 5.138 -2.565 0.886
H 4.491 -3.892 0.049
H 5.036 -4.056 1.717
C 0.816 -0.260 -5.159
O 0.117 -0.194 -3.920
H 0.431 -1.104 -5.731
H 0.702 0.690 -5.682
H 1.873 -0.520 -5.106
H -0.764 0.180 -3.996
C 4.103 1.895 5.107
O 3.638 0.948 4.076
H 5.189 1.911 5.203
H 3.878 2.877 4.692
H 3.573 1.697 6.039
H 4.156 0.148 4.194
*
```

---

9.
Below is an isolated molecule of C14H25N3, with properties calculated with ωB97M-V/def2-TZVPD.

Computed properties:
HOMO level	-8.636	eV
largest force on an atom	0.036	Eh/bohr
energy above the lowest of the compared OMol25 structures with the same formula, charge and spin	91.1	kcal/mol
LUMO energy	0.9	eV
Kohn-Sham gap	9.512	eV

Structure (ORCA input):
```
! RIJCOSX wB97M-V def2-TZVPD def2/J DEFGRID3
* xyz 0 1
C 0.129 2.874 -0.455
C 1.377 2.445 -0.419
C 2.664 2.260 -0.328
C 3.263 1.690 0.953
C 3.364 -0.488 -0.065
C 2.541 -1.394 0.896
C 1.800 -2.539 0.136
C -0.206 -1.352 -0.537
C -1.111 -1.152 -1.764
C -2.477 -0.559 -1.404
C -3.649 1.316 -0.510
C -4.399 0.765 0.715
C -3.853 -0.037 1.618
C -3.252 -0.819 2.458
H -0.071 3.910 -0.047
H -0.658 2.220 -0.878
H 3.330 2.399 -1.235
H 2.405 1.514 1.646
H 3.960 2.401 1.357
H 4.667 0.308 1.307
H 4.096 -1.109 -0.576
H 2.685 -0.102 -0.813
H 1.846 -0.775 1.573
H 3.226 -1.880 1.646
H 2.619 -3.157 -0.232
H 1.150 -3.127 0.815
H 1.490 -1.616 -1.629
H -0.828 -1.803 0.217
H 0.064 -0.345 -0.101
H -1.250 -2.073 -2.337
H -0.647 -0.443 -2.477
H -3.051 -1.233 -0.749
H -3.013 -0.435 -2.349
H -1.735 0.732 -0.065
H -4.297 1.332 -1.375
H -3.452 2.415 -0.356
H -5.433 1.006 0.886
H -2.622 -0.385 3.273
H -3.361 -1.937 2.496
N 4.094 0.599 0.542
N 0.925 -2.177 -0.951
N -2.331 0.753 -0.881
*
```

---

10.
Below is a structure of composition C14H25N4O3Pb, with properties calculated with ωB97M-V/def2-TZVPD.

Computed properties:
HOMO level	-11.920	eV
largest force on an atom	0.064	Eh/bohr
energy above the lowest of the compared OMol25 structures with the same formula, charge and spin	29.3	kcal/mol
LUMO energy	-2.9	eV
Kohn-Sham gap	9.011	eV

Structure (ORCA input):
```
! RIJCOSX wB97M-V def2-TZVPD def2/J DEFGRID3
* xyz 1 1
Pb -1.824 -0.088 -0.690
N -0.260 -0.837 1.098
C 0.271 0.405 1.809
C 0.315 1.673 0.863
O 0.898 2.687 1.083
O -0.287 1.421 -0.312
H -0.244 -1.566 1.757
H 0.428 -0.996 0.354
H 1.258 0.303 2.201
H -0.454 0.532 2.617
O -2.692 2.559 -0.529
C -2.789 2.990 0.759
C -3.500 1.922 1.647
C -4.390 2.370 2.583
C -4.930 1.435 3.430
C -4.661 0.097 3.182
C -3.812 -0.242 2.158
N -3.201 0.663 1.388
H -1.721 2.780 -0.726
H -3.385 3.975 0.888
H -1.764 3.127 1.136
H -4.523 3.462 2.679
H -5.576 1.771 4.222
H -5.015 -0.673 3.859
H -3.529 -1.261 1.954
C 3.734 -2.447 -0.302
C 3.731 -1.580 -1.585
N 2.431 -1.058 -2.006
C 2.357 0.400 -1.558
C 2.971 1.301 -2.663
C 1.345 -1.844 -2.176
C 1.579 -3.269 -2.463
N 0.126 -1.338 -2.101
H 4.775 -2.642 -0.002
H 3.263 -3.441 -0.506
H 3.136 -1.962 0.499
H 4.204 -2.096 -2.441
H 4.288 -0.672 -1.414
H 2.846 0.376 -0.592
H 1.312 0.619 -1.419
H 3.629 0.656 -3.182
H 3.336 2.200 -2.118
H 2.097 1.597 -3.325
H 2.489 -3.656 -2.838
H 0.772 -3.685 -3.125
H 1.347 -3.861 -1.589
H -0.384 -2.105 -2.505
*
```